Here is C30H43N5OOsS2Se as an isolated structure from the OMol25 dataset. Energies are from the ωB97M-V functional and the def2-TZVPD basis.

The geometry in XYZ format:
```
83
Properties=species:S:1:pos:R:3:forces:R:3:mulliken_spin:R:1
Os -0.349313 -0.890696 0.366069 -0.4938 -0.0417 1.0535 2.57
C 2.102657 0.356913 1.701104 -0.0879 -0.1540 0.0609 -0.02
N 1.282482 -0.888824 1.772737 0.1120 -0.1091 -0.1354 -0.09
C 2.150996 -2.071890 1.440915 0.0698 0.2896 0.0832 0.08
C 0.717891 -1.092686 3.130892 0.3342 0.1186 -0.3137 -0.03
C 1.537461 -1.128635 4.240501 0.1969 -0.0087 0.0873 -0.03
C 1.008512 -1.473792 5.472945 -0.0397 -0.0526 0.1246 0.05
C -0.331484 -1.827059 5.567250 -0.0753 -0.0058 -0.0270 -0.03
C -1.158685 -1.769498 4.453951 -0.1070 -0.0356 0.1097 0.06
C -0.645026 -1.345736 3.229765 -0.4781 0.0408 -0.5352 0.06
N -1.360389 -1.201200 2.014584 -0.1834 -0.0714 0.2245 0.23
C -2.767427 -1.244542 1.850908 0.7556 -0.0507 0.2331 0.03
C -3.717337 -0.915312 2.813314 -0.0934 0.0333 0.1976 0.05
C -5.068004 -1.065354 2.533711 -0.0464 0.0021 0.0270 -0.02
C -5.482342 -1.540096 1.295281 -0.0458 0.0187 -0.0010 0.05
C -4.539313 -1.787397 0.305376 -0.0426 0.0491 -0.0855 -0.03
C -3.196138 -1.595435 0.573954 0.1594 -0.1281 -0.5403 -0.01
N -2.145245 -1.754495 -0.478985 -0.3028 0.2246 0.1042 0.01
C -2.534478 -1.017223 -1.723420 0.0204 -0.2825 0.1572 0.02
C -1.935766 -3.202983 -0.790964 -0.1066 0.2220 0.0524 0.01
H 2.884068 0.341436 2.458373 0.0233 -0.0123 0.0344 0.00
H 1.460900 1.218786 1.869329 -0.0436 0.0088 0.0229 0.01
H 2.564766 0.417189 0.720628 -0.0123 0.0246 -0.0470 0.01
H 2.961378 -2.155421 2.166761 -0.0181 0.0155 0.0146 0.01
H 2.570590 -1.933201 0.445754 -0.0697 0.0289 0.0725 -0.06
H 1.554584 -2.980132 1.471348 -0.0698 -0.0189 0.0255 -0.01
H 2.598568 -0.916503 4.159166 -0.1079 -0.0280 -0.0076 0.00
H 1.649336 -1.504080 6.345577 -0.0621 -0.0052 -0.0593 0.00
H -0.738441 -2.159687 6.515839 0.0301 0.0446 -0.0987 0.00
H -2.189471 -2.089580 4.530691 0.0771 0.0763 0.0323 0.00
H -3.402233 -0.517433 3.769520 -0.0261 -0.0966 -0.0424 0.00
H -5.801942 -0.816928 3.294322 0.0994 -0.0342 -0.1029 0.00
H -6.535767 -1.695147 1.087691 0.1363 0.0283 0.0322 0.00
H -4.869451 -2.122375 -0.671031 0.0234 0.0324 0.0539 0.00
H -3.502948 -1.355326 -2.086867 -0.0314 -0.0468 -0.0042 0.00
H -1.785057 -1.213055 -2.485612 0.0325 0.0114 0.0067 0.00
H -2.565997 0.049596 -1.521990 0.0156 0.0078 0.0521 0.00
H -2.850874 -3.627378 -1.201395 -0.0728 -0.0200 -0.0252 0.00
H -1.674732 -3.735841 0.119256 0.0103 0.0143 0.0717 0.00
H -1.134075 -3.300114 -1.518078 0.0673 0.0312 -0.0491 0.00
O -1.170035 1.218280 0.303610 0.0279 0.2114 -0.0989 0.08
S -1.882605 1.967380 1.453960 0.1059 -0.2850 0.1522 0.03
C -1.069022 3.578652 1.554597 0.0307 0.1202 -0.1243 0.00
C -1.819340 4.507757 0.604251 -0.0002 -0.0417 0.0399 0.00
C -3.293109 4.171727 0.813728 0.1041 -0.0434 -0.0433 0.00
C -3.382590 2.650659 0.699765 -0.1734 0.0103 0.0330 0.00
H -0.019808 3.411959 1.310142 -0.0141 0.0247 0.0630 0.00
H -1.154788 3.900158 2.595742 0.0141 -0.0228 -0.0483 0.00
H -1.525254 4.300649 -0.427111 0.0004 0.0145 0.0053 0.00
H -1.598598 5.551825 0.815014 0.0327 0.0217 0.0222 0.00
H -3.940436 4.654954 0.084030 -0.0175 -0.0341 -0.0185 0.00
H -3.615030 4.495057 1.805142 -0.0192 0.0128 -0.0006 0.00
H -3.328705 2.307468 -0.334954 -0.0209 0.0204 -0.0108 0.00
H -4.250380 2.209609 1.189178 0.0239 -0.0169 -0.0427 0.00
C 6.516663 1.903474 -2.066905 -0.1195 -0.0936 0.0494 0.00
C 5.160619 1.258606 -1.903163 0.1735 0.1239 -0.0112 0.02
C 4.009067 2.024548 -1.749320 -0.0636 0.0824 0.0084 0.00
C 2.746641 1.453645 -1.643574 -0.0536 0.1321 -0.0498 -0.01
C 1.549708 2.366102 -1.468334 0.2507 -0.1044 -0.0164 0.03
C 2.651488 0.050946 -1.697298 0.0397 0.1520 -0.0461 0.10
Se 0.930771 -0.773200 -1.725673 0.1501 -0.1701 -0.7300 0.48
C 3.793198 -0.757305 -1.835953 0.0327 -0.0110 0.0067 0.00
C 3.781130 -2.270726 -1.864601 0.1728 0.1681 -0.0481 0.02
C 5.028603 -0.122638 -1.922801 0.1151 -0.1518 -0.0070 -0.01
H 6.451839 2.991240 -2.037029 -0.0179 -0.0772 0.0095 0.00
H 6.963368 1.615084 -3.021328 -0.0442 0.0198 0.0489 0.00
H 7.202473 1.577627 -1.280734 -0.0679 0.0237 -0.0401 0.00
H 4.093967 3.107006 -1.728899 -0.0018 -0.0714 -0.0082 0.00
H 1.811469 3.388873 -1.741282 0.0239 -0.0649 0.0109 0.00
H 1.211895 2.374131 -0.430282 -0.0083 -0.0744 0.0635 -0.01
H 0.698029 2.060749 -2.070525 0.0680 0.0445 0.0850 -0.02
H 2.785533 -2.688431 -1.953046 -0.1359 -0.0459 -0.0229 -0.01
H 4.233151 -2.669667 -0.952027 0.0014 0.0137 -0.0536 0.00
H 4.381084 -2.639921 -2.698881 -0.0260 0.0441 0.0522 0.00
H 5.921180 -0.738372 -2.026052 -0.1263 0.0796 -0.0023 0.00
N -1.513847 -0.181873 -6.035960 0.0204 0.1913 0.0963 0.03
C -0.534368 -0.343043 -5.145280 0.0372 -0.2109 -0.0700 -0.02
N 0.215402 -1.442800 -5.257693 -0.0030 0.1126 0.0473 0.00
S -0.283088 0.801386 -3.901627 -0.0962 -0.2500 -0.2693 0.38
H -1.612699 -0.779662 -6.840590 0.0189 0.0046 -0.0193 0.00
H -2.052121 0.665441 -6.008580 -0.0797 0.0466 -0.0161 0.00
H 0.135698 -2.068397 -6.044824 -0.0167 0.0307 0.0555 0.00
H 1.010595 -1.537824 -4.654000 0.1150 -0.0570 0.0888 0.00
```
Positions in Å, forces in eV/Å.

Results
maximum force: 1.16 eV/Å
total charge: +2
LUMO energy (alpha / beta): -4.04 / -7.24 eV
HOMO energy (alpha / beta): -0.4563 / -0.4759 Ha
E_tot: -4805.93931 Eh
frontier orbital gap (alpha / beta): 8.38 / 5.71 eV
molecular weight: 823.03 g mol⁻¹
spin multiplicity: 5

=====

Here is a 2-piece molecular cluster, CH5N2O overall from the OMol25 dataset. Energies are from the ωB97M-V functional and the def2-TZVPD basis.

The geometry in XYZ format:
```
9
Properties=species:S:1:pos:R:3:forces:R:3:lowdin_charge:R:1
C -1.370017 0.044634 0.275715 2.2572 -1.7226 -0.5690 -0.12
N -2.556119 0.203494 -0.116842 -1.1910 0.6121 0.1668 0.25
N -0.310254 -0.422998 0.433066 -2.4420 0.5378 -0.3474 0.39
O 2.866094 0.031546 -0.129670 -4.1900 -3.1187 -0.7232 0.00
H 0.623703 -0.179879 0.566623 2.3909 0.5080 0.5484 0.09
H -2.764378 0.523056 -1.059278 -0.0471 -0.0603 0.1357 0.18
H -3.274772 0.096944 0.579495 -0.6180 0.2021 -0.0179 0.16
H 3.172542 -0.798267 -0.522414 -0.2064 0.1435 0.0772 0.07
H 3.613200 0.501467 -0.026694 4.0464 2.8981 0.7293 -0.02
```
Positions in Å, forces in eV/Å.

Results
maximum force: 5.27 eV/Å
total charge: +1
LUMO energy: -4.50 eV
HOMO energy: -0.5681 Ha
E_tot: -225.55128 Eh
frontier orbital gap: 10.96 eV
molecular weight: 61.06 g mol⁻¹
ΔE to the lowest compared entry with this formula, charge and spin: 35.0 kcal/mol
spin multiplicity: 1

=====

Here is a 2-piece molecular cluster, C5H6F2 overall from the OMol25 dataset. Energies are from the ωB97M-V functional and the def2-TZVPD basis.

The geometry in XYZ format:
```
13
Properties=species:S:1:pos:R:3:forces:R:3:lowdin_charge:R:1
C 0.878704 -0.281522 0.617833 -2.0260 -0.4670 1.0812 -0.01
C -1.377577 0.471330 0.524810 1.4753 -0.2596 -1.0203 -0.03
C 2.160807 0.458775 0.770944 0.7621 -1.2755 -0.9931 -0.16
C 1.526974 0.098382 -0.592237 -1.5841 2.8930 -1.8591 -0.25
C -2.113388 -0.472706 -0.446090 -0.2014 1.2435 0.9815 -0.24
F -2.012674 0.498880 1.669625 -0.3577 -0.3808 -0.0701 0.03
F -1.330765 -0.913962 -1.476585 -0.1625 0.4673 -0.0566 -0.03
H 2.090415 1.467856 1.207686 0.4731 -0.7142 -0.1959 0.10
H 3.045785 -0.288547 0.984631 -1.7321 1.9341 -0.0449 0.14
H 1.904196 -0.656005 -1.230604 0.8237 -0.7682 -0.2826 0.08
H 0.829955 0.807823 -1.300595 1.9588 -1.4362 2.1328 0.16
H -2.586742 -1.287745 0.026461 -0.0996 -1.4959 0.8496 0.10
H -3.015690 0.097441 -0.755880 0.6704 0.2596 -0.5225 0.13
```
Positions in Å, forces in eV/Å.

Results
maximum force: 3.79 eV/Å
total charge: 0
LUMO energy (alpha / beta): -0.63 / -0.58 eV
HOMO energy (alpha / beta): -0.2997 / -0.3003 Ha
E_tot: -393.53667 Eh
frontier orbital gap (alpha / beta): 7.52 / 7.59 eV
molecular weight: 104.10 g mol⁻¹
ΔE to the lowest compared entry with this formula, charge and spin: 166.3 kcal/mol
spin multiplicity: 1

=====

Here is C12H22F6N4PRb as an isolated structure from the OMol25 dataset. Energies are from the ωB97M-V functional and the def2-TZVPD basis.

The geometry in XYZ format:
```
46
Properties=species:S:1:pos:R:3:forces:R:3:lowdin_charge:R:1
Rb 0.983990 -1.053396 2.802255 -0.1243 -0.6337 0.9697 0.97
C 3.921150 2.726114 -4.220515 -0.0463 -0.7501 -1.0259 -0.07
C 3.914410 3.510934 -2.982825 0.5287 1.2656 0.2658 -0.19
N 3.240600 2.897264 -1.846615 -1.5049 1.0354 0.6249 -0.02
C 1.882330 2.530494 -1.784795 0.6033 -0.5764 -0.4791 0.04
C 1.654780 1.987334 -0.547565 0.2324 0.1630 -1.5967 -0.02
N 2.801960 2.162184 0.114525 2.7077 1.9050 2.0201 -0.11
C 3.751140 2.834364 -0.626515 -1.8823 -2.7469 0.1413 0.05
C 3.067260 1.915434 1.543695 0.4870 -0.8824 -0.4617 0.03
H 2.916800 2.747774 -4.643495 0.2525 -0.3543 -0.4777 0.09
H 4.317530 1.716044 -4.116825 -0.2926 -0.1024 0.1670 0.10
H 4.647870 3.226844 -4.860255 -0.3991 0.0579 -0.4125 0.10
H 3.410630 4.455574 -3.187695 0.1448 0.1543 0.2323 0.15
H 4.956940 3.715414 -2.739095 -0.1959 0.1001 0.6732 0.14
H 1.195570 2.652664 -2.609315 0.3463 -0.1432 -0.0922 0.14
H 0.897310 1.302394 -0.196155 -0.2855 0.6616 0.0738 0.14
H 4.781620 2.938854 -0.320595 -0.1090 0.3787 -0.0559 0.18
H 2.164880 1.534234 2.021705 0.1691 0.2161 -0.0428 0.05
H 3.460420 2.777914 2.081885 -0.3939 0.1657 -0.2627 0.12
H 3.862210 1.170014 1.521385 -0.1312 -0.2191 0.5871 0.11
C -3.494470 -1.687236 2.170575 -0.8926 0.7304 0.6220 -0.04
C -2.405480 -1.983406 1.173385 0.1020 -1.1596 0.3020 -0.17
N -2.670950 -1.497086 -0.182335 -1.8211 0.1381 -2.6226 -0.04
C -2.854920 -0.158226 -0.512475 1.1841 -0.0048 1.3144 0.00
C -2.990530 -0.042396 -1.853325 -0.3453 0.6626 0.2174 -0.03
N -3.078230 -1.281176 -2.362225 0.3876 -3.0520 2.2579 -0.09
C -2.924390 -2.206306 -1.316005 0.5755 2.2142 -0.4853 0.08
C -3.209980 -1.550576 -3.775115 0.3784 -0.6473 -0.8989 0.01
H -3.451080 -0.651326 2.506895 -0.0953 0.0520 0.0012 0.09
H -3.520100 -2.295316 3.074835 0.9345 -0.1761 -0.0207 0.09
H -4.504890 -1.869976 1.804845 0.1034 0.1148 -0.6411 0.10
H -2.249990 -3.061786 1.141535 0.0319 -0.0156 -0.3438 0.14
H -1.432400 -1.561176 1.424275 -0.1675 0.0990 0.2714 0.06
H -2.788450 0.541304 0.307675 -0.0508 0.2956 -0.3997 0.14
H -3.037940 0.786484 -2.544065 -0.1770 0.1958 0.4371 0.15
H -2.939470 -3.285506 -1.354515 -0.0175 0.1012 -0.3345 0.17
H -2.342320 -1.149696 -4.299095 -0.0900 0.2934 0.0643 0.11
H -4.125420 -1.124286 -4.185415 0.0440 -0.1220 0.1692 0.12
H -3.146370 -2.621166 -3.969775 -0.3935 0.0370 0.2032 0.11
P -0.643190 -3.010456 5.316125 -2.0993 -2.6596 4.2971 0.14
F -0.112510 -4.450206 5.881235 -0.1204 0.9862 -1.3122 -0.14
F -0.412420 -3.394496 3.745905 0.5428 0.4149 -0.4317 -0.25
F -2.164650 -3.625216 5.197875 0.7814 0.2753 -0.6214 -0.17
F -1.215620 -1.563846 4.943495 0.3553 1.3447 -2.1125 -0.20
F -0.990380 -2.567386 6.828945 0.7315 -0.2826 0.1118 -0.15
F 0.876740 -2.437986 5.433565 0.0107 0.4695 -0.8926 -0.22
```
Positions in Å, forces in eV/Å.

Results
maximum force: 5.47 eV/Å
total charge: +2
LUMO energy: -6.35 eV
HOMO energy: -0.5616 Ha
E_tot: -1653.76263 Eh
frontier orbital gap: 8.93 eV
molecular weight: 452.77 g mol⁻¹
spin multiplicity: 1

=====

Here is an isolated molecule of C4H10N4O2 from the OMol25 dataset. Energies are from the ωB97M-V functional and the def2-TZVPD basis.

The geometry in XYZ format:
```
20
Properties=species:S:1:pos:R:3:forces:R:3:lowdin_charge:R:1
N 2.702622 -0.930320 0.003836 1.1804 1.1722 0.3705 0.13
C 1.906565 0.144485 -0.046707 2.2704 2.3884 -2.1028 -0.53
O 2.562378 1.205589 -0.015982 -1.9716 -0.1646 0.2442 0.00
C 0.489651 0.026076 -0.589666 -0.4756 -0.0613 0.9699 -0.30
N 0.226924 1.123013 -1.492506 0.0328 0.0864 0.0339 0.08
C -0.463308 -0.059870 0.644253 -0.2672 -0.1515 -0.0520 -0.30
N -0.250220 1.064322 1.525739 -0.0857 0.0030 0.1076 0.08
C -1.905767 -0.171892 0.128191 -0.2148 1.1320 0.3092 -0.52
N -2.283191 -1.390606 -0.295354 -0.2056 -0.8376 -0.3385 0.17
O -2.639735 0.809960 0.073299 0.4875 -0.6760 -0.0904 0.04
H 2.239915 -1.818144 0.152413 1.3287 -0.3529 0.0233 0.10
H 3.695977 -0.381932 0.046323 -2.4276 -2.9653 0.4174 0.21
H 0.412935 -0.924357 -1.139859 0.0531 0.2315 0.0717 0.14
H -0.759222 1.194044 -1.721577 0.0700 -0.0311 0.0855 0.08
H 0.530901 2.004378 -1.089211 0.1353 -0.1507 -0.0102 0.08
H -0.221009 -0.983440 1.189812 0.0099 0.1071 -0.0318 0.14
H -0.681661 1.900328 1.139302 0.0272 -0.1515 -0.0044 0.09
H -0.688847 0.903040 2.426494 0.0167 0.0244 -0.1423 0.09
H -1.696682 -2.206189 -0.188017 -0.1223 0.2966 -0.0413 0.11
H -3.178235 -1.508489 -0.750775 0.1583 0.1008 0.1806 0.12
```
Positions in Å, forces in eV/Å.

Results
SMILES: NC(=O)[C@H](N)[C@@H](N)C(N)=O
maximum force: 3.91 eV/Å
total charge: 0
LUMO energy: 0.36 eV
HOMO energy: -0.3361 Ha
E_tot: -527.92790 Eh
frontier orbital gap: 9.51 eV
molecular weight: 146.15 g mol⁻¹
ΔE to the lowest compared entry with this formula, charge and spin: 1.6 kcal/mol
spin multiplicity: 1

=====

Here is C5H7N as an isolated structure from the OMol25 dataset. Energies are from the ωB97M-V functional and the def2-TZVPD basis.

The geometry in XYZ format:
```
13
Properties=species:S:1:pos:R:3:forces:R:3:lowdin_charge:R:1
C -2.038709 0.643929 -0.629613 0.1017 0.0140 0.0335 0.00
C 0.561617 -1.148480 0.989695 0.1086 -0.0884 0.2141 -0.14
C 0.232244 -0.347320 -0.247936 -0.0485 0.0143 -0.0443 -0.28
C 1.708201 0.092409 -0.014972 0.1947 0.2536 -0.1696 -0.17
N 1.768634 -0.770873 1.195016 -0.3384 -0.1203 -0.0931 0.07
C -0.839046 0.683349 -0.058760 -0.1363 -0.0257 -0.0310 -0.16
H -2.313258 -0.143285 -1.329275 0.0784 0.1083 0.0825 0.06
H -2.795845 1.391553 -0.410529 0.1330 -0.0877 -0.0395 0.05
H -0.022770 -1.841897 1.598102 0.1025 0.0791 -0.0591 0.11
H 0.062098 -0.941814 -1.152848 0.0061 0.0690 0.1487 0.14
H 1.855913 1.154188 0.212152 -0.0412 -0.1700 -0.0342 0.11
H 2.426275 -0.217344 -0.779976 -0.1125 0.0500 0.0717 0.11
H -0.604706 1.479763 0.649066 -0.0480 -0.0961 -0.0794 0.11
```
Positions in Å, forces in eV/Å.

Results
maximum force: 0.37 eV/Å
total charge: 0
LUMO energy: 1.14 eV
HOMO energy: -0.3565 Ha
E_tot: -249.39374 Eh
frontier orbital gap: 10.84 eV
molecular weight: 81.12 g mol⁻¹
ΔE to the lowest compared entry with this formula, charge and spin: 49.9 kcal/mol
spin multiplicity: 1